Record 1
The following is a quantum chemistry calculation of a molecular structure, C19H20Cl2N3O5PS3W in a non-equilibrium geometry, from OMol25.

The geometry in XYZ format:
```
54
C19H20Cl2N3O5PS3W ωB97M-V with the def2-TZVPD basis set
W -0.361 0.611 -0.077
N -3.093 -2.928 0.406
C -2.099 -1.983 0.350
S -2.627 -0.325 0.365
N -0.888 -2.443 0.329
N 0.081 -1.432 0.298
C 1.242 -1.875 0.449
C 2.500 -1.126 0.406
C 3.676 -1.858 0.535
C 4.914 -1.247 0.538
C 4.978 0.142 0.425
C 3.828 0.890 0.293
C 2.581 0.261 0.263
O 1.510 1.009 0.119
H -3.999 -2.606 0.111
H -2.830 -3.844 0.082
H 1.300 -2.948 0.605
H 3.602 -2.937 0.637
H 5.816 -1.836 0.634
H 5.939 0.641 0.444
H 3.854 1.969 0.209
Cl 2.492 4.182 5.646
C 1.655 3.109 4.535
C 1.394 1.803 4.929
C 0.737 0.962 4.043
Cl 0.424 -0.683 4.523
C 0.325 1.380 2.774
O -0.306 0.546 1.974
C 0.604 2.723 2.402
C 0.192 3.229 1.143
O -0.458 2.535 0.259
C 1.273 3.571 3.301
H 1.696 1.441 5.903
H 0.412 4.257 0.875
H 1.476 4.598 3.014
C -4.979 -0.188 -2.338
C -4.103 0.717 -3.171
O -2.738 0.604 -2.776
P -2.001 1.655 -1.805
S 0.043 -0.097 -2.229
S -3.357 2.806 -0.908
O -1.228 2.541 -2.924
C -0.074 3.332 -2.625
C -0.448 4.723 -2.156
H -5.998 -0.191 -2.741
H -5.002 0.165 -1.305
H -4.591 -1.211 -2.352
H -4.427 1.752 -3.083
H -4.117 0.423 -4.221
H 0.502 3.372 -3.549
H 0.541 2.830 -1.888
H -1.128 5.191 -2.870
H 0.453 5.341 -2.068
H -0.957 4.677 -1.193
```

Frontier orbital gap (alpha / beta)   0.20087 / 0.22491 hartree
LUMO (alpha / beta)   1.944 / 1.666 eV
<S²>   0.85
Electronic energy   -3800.1006 hartree
Total charge   -1
Multiplicity   2

natural (NBO) charges in e:
1. W 1.2304
2. N -0.8018
3. C 0.2808
4. S -0.0689
5. N -0.4195
6. N -0.3023
7. C 0.1741
8. C -0.2039
9. C -0.1381
10. C -0.2727
11. C -0.1788
12. C -0.2534
13. C 0.3732
14. O -0.7197
15. H 0.3897
16. H 0.3876
17. H 0.1969
18. H 0.2043
19. H 0.2067
20. H 0.2058
21. H 0.2220
22. Cl -0.0428
23. C -0.0518
24. C -0.2603
25. C -0.0703
26. Cl -0.0071
27. C 0.3142
28. O -0.7429
29. C -0.1150
30. C 0.1915
31. O -0.6327
32. C -0.2341
33. H 0.2312
34. H 0.1640
35. H 0.2176
36. C -0.6340
37. C -0.0608
38. O -0.8577
39. P 1.6238
40. S -0.2607
41. S -0.7439
42. O -0.8559
43. C -0.0494
44. C -0.6377
45. H 0.1957
46. H 0.2371
47. H 0.1990
48. H 0.2047
49. H 0.1702
50. H 0.1754
51. H 0.1835
52. H 0.2097
53. H 0.1943
54. H 0.2328

Record 2
The following is a quantum chemistry calculation of 2 unconnected molecules or ions with the total composition C2H10N4 in a non-equilibrium geometry, from OMol25.

The geometry in XYZ format:
```
16
C2H10N4 ωB97M-V with the def2-TZVPD basis set
H -2.213 0.724 -2.697
N -1.207 0.713 -2.736
C -0.696 1.884 -2.995
N 0.685 2.016 -3.088
H -1.295 2.741 -3.164
H 0.917 2.948 -2.976
H 1.287 1.324 -2.728
N 1.379 -1.673 1.428
C 0.450 -1.849 2.470
N -0.613 -0.710 2.538
H 1.409 -0.630 1.391
H 0.878 -1.835 0.529
H 0.932 -1.805 3.399
H -0.133 -2.748 2.447
H -0.292 0.028 3.207
H -1.490 -1.128 2.974
```

Frontier orbital gap   0.37814 hartree
LUMO   1.020 eV
Electronic energy   -301.1818 hartree
Total charge   0
Multiplicity   1

natural (NBO) charges in e:
1. H 0.3372
2. N -0.7191
3. C 0.2664
4. N -0.8066
5. H 0.1542
6. H 0.3712
7. H 0.3970
8. N -0.8095
9. C -0.0489
10. N -0.8827
11. H 0.3527
12. H 0.3546
13. H 0.1566
14. H 0.1727
15. H 0.3487
16. H 0.3555